Model a:
Computed, not measured: a 2-piece molecular cluster, C4H10ClNO overall, with ωB97M-V/def2-TZVPD.

Geometry as XYZ:
```
17
Properties=species:S:1:pos:R:3:mulliken_charge:R:1
C 0.200 -0.996 -0.168 -0.894
C -0.561 0.567 -1.927 -1.236
C -0.294 0.447 -0.386 0.350
C 0.439 -0.674 3.486 0.030
N 0.693 1.354 0.250 -0.693
O 1.669 -0.442 3.803 -0.224
Cl -0.309 -1.731 4.526 -0.139
H 1.217 -0.877 -0.827 0.239
H 0.464 -1.132 0.841 0.090
H -0.401 -1.787 -0.584 0.359
H -1.232 -0.224 -2.226 0.335
H 0.456 0.319 -2.440 0.233
H -0.948 1.483 -2.174 0.401
H -1.220 0.568 0.204 0.282
H 1.599 1.003 0.242 0.294
H 0.420 1.371 1.290 0.295
H 2.007 -0.721 4.650 0.278
```

The frontier orbital gap is 9.10 eV.

=====

Model b:
Computed, not measured: the molecule C4H10ClNO, with ωB97M-V/def2-TZVPD.

Geometry as XYZ:
```
17
Properties=species:S:1:pos:R:3:mulliken_charge:R:1
C 0.042 -1.680 -0.425 -1.386
C 0.307 -0.397 0.499 0.629
C 0.125 -0.661 1.899 -1.662
N -0.484 0.761 -0.005 -0.365
C 0.166 1.534 -1.036 0.042
O -0.372 2.856 -0.949 -0.492
Cl 0.092 1.016 -2.778 -0.206
H -0.742 -2.342 -0.058 0.328
H -0.264 -1.307 -1.428 0.292
H 0.872 -2.216 -0.507 0.460
H 1.429 -0.157 0.345 0.225
H 0.915 -1.162 2.381 0.367
H -0.730 -1.265 1.955 0.349
H 0.018 0.215 2.424 0.445
H -1.361 0.322 -0.294 0.307
H 1.206 1.532 -0.636 0.344
H -1.219 2.953 -1.386 0.324
```

The structure (SMILES) is CC(C)N[C@H](O)Cl. The frontier orbital gap is 10.52 eV.

=====

Most stable pick: model b. Distance to second place: 2.215 eV.

=====

Model a:
Computed, not measured: a 2-piece molecular cluster, C8H13N2O2 overall, with ωB97M-V/def2-TZVPD.

Geometry as XYZ:
```
25
Properties=species:S:1:pos:R:3:mulliken_charge:R:1
O -4.301 1.747 1.208 -0.500
C -3.108 1.592 0.574 0.531
C -2.937 0.593 -0.371 -0.513
C -1.714 0.490 -1.004 -0.220
N -0.740 1.350 -0.720 0.029
C -0.881 2.333 0.182 -0.315
C -2.071 2.479 0.860 -0.458
H -4.258 1.277 2.051 0.356
H -3.747 -0.075 -0.599 0.468
H -1.532 -0.283 -1.730 0.433
H 0.145 1.236 -1.206 0.308
H -0.050 2.994 0.348 0.441
H -2.198 3.257 1.590 0.448
C 1.781 -1.423 -1.499 0.093
O 0.731 -0.875 -1.823 -0.596
N 2.237 -1.565 -0.250 0.092
C 3.491 -2.250 0.033 -0.924
C 1.467 -1.035 0.860 -0.805
H 2.444 -1.873 -2.251 0.282
H 3.307 -3.113 0.674 0.348
H 4.181 -1.573 0.536 0.347
H 3.945 -2.591 -0.893 0.296
H 0.474 -1.489 0.881 0.294
H 1.353 0.045 0.756 0.184
H 1.980 -1.249 1.792 0.382
```

The net charge is +1. The frontier orbital gap is 8.83 eV.

=====

Model b:
Computed, not measured: an isolated ion of composition C8H13N2O2 and charge +1, with ωB97M-V/def2-TZVPD.

Geometry as XYZ:
```
25
Properties=species:S:1:pos:R:3:mulliken_charge:R:1
C -2.432 1.076 0.417 0.301
C -1.223 -0.665 -0.263 0.288
C -2.576 -0.213 -0.059 0.136
C -3.650 -1.167 -0.270 -1.365
C 1.482 -0.040 -1.426 -1.695
C 1.488 1.762 0.490 -1.070
C 1.878 -0.743 1.155 -1.064
C 1.133 0.219 0.061 1.403
N -1.604 1.873 0.652 -0.412
N -0.281 0.004 0.255 -0.234
O 1.027 2.566 -0.508 -0.472
O 1.886 -1.987 0.623 -0.472
H -0.956 -1.503 -0.803 0.491
H -3.799 -1.911 0.525 0.358
H -3.568 -1.948 -0.984 0.416
H -4.583 -0.620 -0.298 0.349
H 2.513 -0.219 -1.449 0.425
H 1.351 0.754 -1.995 0.540
H 0.970 -0.954 -1.880 0.360
H 2.659 1.881 0.335 0.419
H 1.054 1.891 1.430 0.558
H 1.332 -0.555 2.003 0.476
H 2.781 -0.218 1.285 0.548
H 0.364 3.082 -0.083 0.361
H 2.753 -2.365 0.789 0.354
```

The net charge is +1. The frontier orbital gap (alpha / beta) is 6.51 / 7.11 eV.

=====

Most stable pick: model a. Distance to second place: 7.271 eV.

=====

Model a:
Computed, not measured: a 2-piece molecular cluster, C2H8NS overall, with ωB97M-V/def2-TZVPD.

Geometry as XYZ:
```
12
Properties=species:S:1:pos:R:3:mulliken_charge:R:1
C 2.489 0.362 0.021 -0.904
C 1.046 0.129 -0.006 0.174
N -2.584 -0.295 -0.009 -0.457
S 0.261 -1.288 0.172 -0.340
H 2.711 1.236 0.637 0.301
H 2.818 0.631 -0.989 0.302
H 3.057 -0.498 0.362 0.339
H 0.448 1.022 -0.184 0.306
H -2.836 0.099 0.899 0.392
H -3.139 -1.142 -0.169 0.394
H -2.775 0.375 -0.751 0.385
H -1.495 -0.632 0.017 0.108
```

The net charge is +1. The frontier orbital gap is 9.31 eV.

=====

Model b:
Computed, not measured: an isolated ion of composition C2H8NS and charge +1, with ωB97M-V/def2-TZVPD.

Geometry as XYZ:
```
12
Properties=species:S:1:pos:R:3:mulliken_charge:R:1
N -1.064 -1.006 0.642 -0.389
C -0.029 0.112 0.667 -0.449
C 0.668 0.188 -0.711 -0.590
S 0.673 1.870 -1.382 -0.189
H -1.605 -1.114 1.499 0.346
H -0.754 -1.883 0.212 0.344
H -1.707 -0.714 -0.107 0.370
H -0.547 1.006 0.982 0.415
H 0.698 -0.208 1.374 0.332
H 0.083 -0.394 -1.418 0.264
H 1.677 -0.190 -0.626 0.371
H 1.906 2.333 -1.132 0.175
```

The structure (SMILES) is [NH3+]CCS. The net charge is +1. The frontier orbital gap is 9.24 eV.

=====

Model c:
Computed, not measured: an isolated ion of composition C2H8NS and charge +1, with ωB97M-V/def2-TZVPD.

Geometry as XYZ:
```
12
Properties=species:S:1:pos:R:3:mulliken_charge:R:1
N -0.780 -0.166 -1.096 -0.267
C 0.539 0.350 -0.536 -0.476
C 0.545 0.517 0.950 -0.642
S -0.640 -0.728 1.799 -0.242
H -0.823 0.020 -2.136 0.381
H -1.506 0.336 -0.603 0.334
H -0.738 -1.156 -0.875 0.316
H 1.376 -0.225 -0.919 0.368
H 0.871 1.306 -0.913 0.337
H -0.096 1.312 1.240 0.331
H 1.472 0.410 1.511 0.406
H -0.219 -1.978 1.580 0.153
```

The structure (SMILES) is [NH3+]CCS. The net charge is +1. The frontier orbital gap is 9.99 eV.

=====

Most stable pick: model a. Distance to second place: 0.184 eV.

=====

Model a:
Computed, not measured: the molecule C2HCl3FN, with ωB97M-V/def2-TZVPD.

Geometry as XYZ:
```
8
Properties=species:S:1:pos:R:3:mulliken_charge:R:1
H 0.245 -2.204 -0.462 0.263
N 1.139 -1.701 -0.560 -0.437
C 1.238 -0.591 -0.014 0.269
F 0.298 0.276 0.517 -0.208
C 2.707 -0.004 0.031 0.465
Cl 3.121 0.407 1.655 -0.109
Cl 3.744 -1.243 -0.684 -0.103
Cl 2.744 1.486 -1.015 -0.142
```

The structure (SMILES) is [H]/N=C(\F)C(Cl)(Cl)Cl. The frontier orbital gap is 11.45 eV.

=====

Model b:
Computed, not measured: the molecule C2HCl3FN, with ωB97M-V/def2-TZVPD.

Geometry as XYZ:
```
8
Properties=species:S:1:pos:R:3:mulliken_charge:R:1
C -0.188 -0.753 0.657 0.209
C 1.061 -0.366 0.449 0.376
N -1.392 0.878 -1.153 -0.538
F -0.797 -1.898 0.360 -0.197
Cl -1.431 0.596 0.341 0.201
Cl 1.436 1.286 0.451 -0.141
Cl 2.303 -1.512 0.312 -0.135
H -0.992 1.769 -1.418 0.224
```

The frontier orbital gap is 8.84 eV.

=====

Most stable pick: model a. Distance to second place: 4.885 eV.

=====

Model a:
Computed, not measured: C2H7N3O2 as an isolated structure, with ωB97M-V/def2-TZVPD.

Geometry as XYZ:
```
14
Properties=species:S:1:pos:R:3:mulliken_charge:R:1
C -0.678 0.862 -0.748 0.096
C 0.537 -0.616 0.590 0.342
N -1.897 0.312 -1.298 -0.615
N -0.340 0.211 1.369 -0.174
N 0.311 -0.169 -0.762 -0.210
O -0.765 1.376 0.620 -0.323
O 1.057 -1.593 0.928 -0.478
H -0.296 1.663 -1.318 0.373
H 3.166 -1.260 1.277 -0.086
H -2.185 -0.620 -0.820 0.259
H -2.834 0.904 -1.383 0.249
H -0.067 0.393 2.297 0.274
H 0.390 -0.695 -1.542 0.211
H 3.602 -0.767 0.789 0.083
```

The frontier orbital gap is 10.35 eV.

=====

Model b:
Computed, not measured: the molecule C2H7N3O2, with ωB97M-V/def2-TZVPD.

Geometry as XYZ:
```
14
Properties=species:S:1:pos:R:3:mulliken_charge:R:1
C -0.386 -1.530 0.782 -0.775
N 0.317 -0.244 1.069 -0.339
N 0.598 0.574 0.014 -0.161
C -0.801 1.671 -0.232 -0.558
N 1.052 0.114 -1.157 1.055
O 0.959 0.915 -2.063 -0.641
O 1.566 -0.993 -1.174 -0.656
H -1.304 -1.195 0.122 0.239
H 0.279 -2.131 0.111 0.324
H -0.646 -1.816 1.681 0.375
H 1.162 -0.515 1.547 0.269
H -1.363 1.090 0.567 0.283
H -0.377 2.658 0.045 0.292
H -1.056 1.401 -1.314 0.294
```

The structure (SMILES) is CNN(C)[N+](=O)[O-]. The frontier orbital gap is 10.65 eV.

=====

Model c:
Computed, not measured: C2H7N3O2 as an isolated structure, with ωB97M-V/def2-TZVPD.

Geometry as XYZ:
```
14
Properties=species:S:1:pos:R:3:mulliken_charge:R:1
C -1.384 0.158 0.577 0.045
C 0.492 0.788 -0.825 -0.718
N 2.235 -0.885 0.377 -0.404
O -1.556 -1.100 0.125 -0.428
O -2.194 1.140 0.153 -0.436
N 1.300 -0.166 1.169 -0.582
N 0.548 0.604 0.514 0.269
H -1.529 -1.122 -0.841 0.403
H -2.211 1.184 -0.815 0.409
H -1.319 0.160 1.657 0.337
H 2.605 -1.612 0.975 0.284
H 1.791 -1.308 -0.442 0.198
H 1.346 0.554 -1.451 0.352
H -0.124 1.604 -1.172 0.272
```

The frontier orbital gap (alpha / beta) is 7.37 / 7.36 eV.

=====

Model d:
Computed, not measured: the molecule C2H7N3O2, with ωB97M-V/def2-TZVPD.

Geometry as XYZ:
```
14
Properties=species:S:1:pos:R:3:mulliken_charge:R:1
C -0.497 1.588 0.270 -0.754
N 2.113 -0.521 -0.432 -0.151
N 1.248 0.070 0.322 -0.022
N 0.139 0.456 -0.405 -0.162
H 1.839 -0.847 -1.357 0.271
H 2.858 -0.994 0.060 0.273
H 0.106 2.484 0.123 0.322
H -1.463 1.748 -0.206 0.299
H -0.651 1.408 1.338 0.309
C -0.701 -0.977 -0.190 0.153
O -2.065 -0.767 -0.114 -0.487
O -0.146 -1.472 0.905 -0.731
H -2.253 -0.681 0.834 0.366
H -0.527 -1.498 -1.146 0.316
```

The frontier orbital gap is 7.78 eV.

=====

Most stable pick: model a. Distance to second place: 1.448 eV.

=====

Model a:
Computed, not measured: the molecule C4H5N3O, with ωB97M-V/def2-TZVPD.

Geometry as XYZ:
```
13
Properties=species:S:1:pos:R:3:mulliken_charge:R:1
H 1.854 -1.584 0.936 0.293
N 2.622 -0.935 0.230 -0.605
C 2.068 0.114 -0.180 0.191
N 0.705 0.188 -0.127 0.432
C 0.210 1.429 -0.022 -0.272
C -1.106 1.134 0.156 -0.655
C -1.394 -0.176 -0.135 0.636
O -2.625 -0.706 0.071 -0.528
N -0.252 -0.839 -0.260 -0.887
H 2.770 0.935 -0.540 0.349
H 0.819 2.175 0.681 0.255
H -1.803 1.889 0.293 0.430
H -2.838 -1.667 0.235 0.360
```

The structure (SMILES) is [H]/N=C\n1ccc(O)n1. The frontier orbital gap is 9.65 eV.

=====

Model b:
Computed, not measured: C4H5N3O as an isolated structure, with ωB97M-V/def2-TZVPD.

Geometry as XYZ:
```
13
Properties=species:S:1:pos:R:3:mulliken_charge:R:1
C -0.722 1.572 -0.247 -1.046
C 0.624 0.193 1.513 0.455
C 0.052 0.376 0.196 0.434
N -0.241 -1.021 -1.606 -0.559
N -0.089 -0.892 -0.268 0.002
C 0.806 -1.458 1.382 0.229
O 1.270 0.932 2.207 -0.466
N 1.046 -2.500 1.860 -0.524
H -0.611 -1.942 -1.831 0.266
H 0.624 -0.900 -2.135 0.260
H -0.390 2.447 0.315 0.328
H -0.578 1.766 -1.313 0.333
H -1.791 1.426 -0.073 0.289
```

The frontier orbital gap (alpha / beta) is 7.78 / 7.79 eV.

=====

Model c:
Computed, not measured: the molecule C4H5N3O, with ωB97M-V/def2-TZVPD.

Geometry as XYZ:
```
13
Properties=species:S:1:pos:R:3:mulliken_charge:R:1
C -0.287 -2.304 1.219 -0.797
N 0.032 -0.923 1.620 -0.498
C 0.070 -0.205 0.625 0.789
C -0.054 -0.753 -0.846 -0.131
N -0.207 0.206 -1.751 -0.401
O 0.114 1.586 -1.472 -0.205
C 0.250 1.904 -0.130 0.119
N 0.147 1.101 0.793 -0.415
H -1.106 -2.478 0.261 0.205
H 0.783 -2.784 0.916 0.295
H -0.643 -3.097 1.973 0.272
H 0.056 -1.889 -1.144 0.402
H 0.318 3.017 -0.070 0.364
```

The structure (SMILES) is C/N=c1\cnocn1. The frontier orbital gap is 9.40 eV.

=====

Most stable pick: model a. Distance to second place: 0.377 eV.